C37H50Cl2NPReS | the ωB97M-V functional and the def2-TZVPD basis

```
93
Properties=species:S:1:pos:R:3:mulliken_charge:R:1
P 1.740 -1.983 -0.160 -0.8239
C 2.303 -1.720 -1.901 0.4695
C 3.588 -2.495 -2.213 -0.5528
C 4.077 -2.167 -3.625 -0.9050
C 3.005 -2.329 -4.711 -0.6878
C 1.695 -1.612 -4.368 -0.9547
C 1.186 -1.921 -2.957 -0.6653
C 0.588 -3.387 0.122 0.4978
C 1.244 -4.753 -0.080 -0.8128
C 0.294 -5.831 0.448 -0.8034
C -1.121 -5.749 -0.144 -0.7094
C -1.722 -4.337 -0.132 -0.7626
C -0.756 -3.266 -0.649 -0.3505
C 3.014 -1.683 1.148 0.4701
C 3.697 -0.328 0.883 -0.3702
C 4.779 -0.066 1.931 -1.0129
C 4.301 -0.231 3.383 -0.6539
C 3.396 -1.448 3.633 -0.9608
C 2.355 -1.683 2.538 -0.4295
H 2.530 -0.631 -1.892 0.5982
H 3.396 -3.577 -2.117 0.2450
H 4.367 -2.234 -1.484 0.3378
H 4.933 -2.798 -3.862 0.3783
H 4.446 -1.133 -3.647 0.3719
H 3.392 -1.963 -5.670 0.3724
H 2.799 -3.402 -4.849 0.3206
H 1.833 -0.529 -4.473 0.4073
H 0.931 -1.897 -5.093 0.4069
H 0.325 -1.273 -2.723 0.3072
H 0.838 -2.967 -2.931 0.2194
H 0.337 -3.268 1.197 0.5041
H 0.222 -5.732 1.541 0.3559
H 2.201 -4.798 0.454 0.3389
H 1.448 -4.908 -1.151 0.3160
H 0.717 -6.816 0.253 0.3809
H -1.784 -6.433 0.402 0.3722
H -1.095 -6.118 -1.180 0.3102
H -2.633 -4.325 -0.737 0.4094
H -2.017 -4.076 0.894 0.3888
H -1.186 -2.260 -0.509 -0.2421
H -0.588 -3.420 -1.723 0.2454
H 3.741 -2.510 1.059 0.7098
H 4.146 -0.298 -0.123 0.4579
H 2.918 0.446 0.921 -0.1336
H 5.614 -0.761 1.748 0.3707
H 5.164 0.945 1.786 0.3888
H 3.774 0.683 3.696 0.2867
H 5.179 -0.311 4.034 0.3610
H 2.876 -1.326 4.585 0.4090
H 4.021 -2.352 3.716 0.3801
H 1.820 -2.627 2.723 0.3610
H 1.610 -0.879 2.534 -0.0470
Re -1.164 2.010 0.646 0.1836
Cl -0.651 -0.120 1.505 -0.4499
Cl 1.100 2.135 -0.251 -0.5680
C -1.858 1.217 -0.997 -0.7832
H -1.075 1.295 -1.781 0.0872
C -3.023 0.498 -1.487 1.0712
C -3.847 -0.171 -0.562 -0.1096
C -5.067 -0.697 -0.984 -0.7914
C -5.452 -0.592 -2.325 -0.3407
C -4.581 -0.034 -3.275 -0.5253
C -3.357 0.480 -2.878 -0.6205
H -3.497 -0.269 0.470 0.3986
H -5.715 -1.193 -0.257 0.3681
H -4.860 -0.007 -4.330 0.3741
H -2.634 0.873 -3.595 0.4053
H -6.431 -0.957 -2.640 0.3744
N -2.418 2.288 1.771 -0.1898
S -0.987 4.487 0.208 -0.2313
C -2.720 4.950 0.250 0.5838
C -3.393 5.018 -0.979 -0.4913
C -4.777 5.168 -1.003 -0.5785
C -5.491 5.176 0.205 -0.4077
C -4.822 5.017 1.424 -0.5891
C -3.424 4.976 1.450 -0.4503
C -0.336 5.043 1.784 0.3658
C 0.298 4.153 2.639 0.0328
C 0.685 4.583 3.916 -0.7758
C 0.538 5.927 4.272 -0.3877
C 0.008 6.848 3.356 -0.5369
C -0.426 6.409 2.105 -0.2991
H -3.099 2.458 2.533 0.1403
H -2.801 4.921 -1.886 0.3847
H -5.293 5.276 -1.955 0.3774
H -6.580 5.294 0.187 0.3579
H -5.381 4.923 2.361 0.3788
H -2.882 4.917 2.392 0.5412
H 0.468 3.119 2.305 0.2735
H 1.092 3.868 4.635 0.3943
H 0.836 6.267 5.266 0.3605
H -0.082 7.901 3.625 0.3689
H -0.835 7.086 1.359 0.4325
```

Expectation value of S²: 3.80
Charge: 0
Molar mass (g/mol): 829.0
2S+1: 4
Lowest unoccupied orbital energy (alpha / beta) (eV): 0.32 / -1.91
Energy (Eh): -3232.75988
Highest occupied orbital energy (alpha / beta) (eV): -4.6791 / -6.5033